(1)
ORCA calculation (ωB97M-V with the def2-TZVPD basis set) on a 10-piece molecular cluster, H20O10 overall.

The SMILES is O.O.O.O.O.O.O.O.O.O. Its largest force on an atom is 0.354 eV Å⁻¹. The charge is 0. The orbital gap is 0.4053 hartree. The energy above the lowest of the compared OMol25 structures with the same formula, charge and spin is 352.0 kJ/mol. Its energy is -764.3478 Eh.

Geometry as XYZ:
```
30
H20O10 ωB97M-V with the def2-TZVPD basis set
H -2.032 -3.292 -3.605
H -2.287 3.072 -0.415
H 0.130 5.722 3.720
H 0.442 -0.239 0.318
O 0.644 4.990 3.379
H 3.940 0.954 1.008
O 2.096 0.409 -4.951
O 1.685 -6.459 -2.602
O 3.088 -0.294 5.077
H -2.946 4.424 -0.248
H 2.182 -0.136 5.341
H 1.600 -7.395 -2.780
H -5.636 0.020 -3.182
H 3.591 -0.215 5.888
O -2.102 4.011 -0.428
H 0.169 4.707 2.597
H -2.436 0.926 3.560
H 1.756 0.261 -4.069
H -2.368 -0.534 3.163
H 1.030 -6.281 -1.928
H -2.572 -3.614 -2.228
H 0.233 -1.179 -0.850
H 4.554 1.538 2.263
O 4.648 1.522 1.310
O -4.913 0.244 -2.596
O 0.908 -0.676 -0.395
O -1.961 0.316 2.995
O -2.227 -2.895 -2.756
H 3.038 0.525 -4.828
H -4.254 -0.430 -2.759
```

***

(2)
ORCA calculation (ωB97M-V with the def2-TZVPD basis set) on a 10-piece molecular cluster, H20O10 overall.

The SMILES is O.O.O.O.O.O.O.O.O.O. Its largest force on an atom is 0.431 eV Å⁻¹. The charge is 0. The orbital gap is 0.3821 hartree. The energy above the lowest of the compared OMol25 structures with the same formula, charge and spin is 306.3 kJ/mol. Its energy is -764.3653 Eh.

Geometry as XYZ:
```
30
H20O10 ωB97M-V with the def2-TZVPD basis set
H -2.225 0.489 -4.514
H -3.649 -2.339 -2.748
O 0.161 -3.303 1.427
O -1.473 0.507 -5.106
H 0.340 -3.608 2.316
H -1.814 0.180 -5.939
O -0.774 1.878 3.462
O 2.675 0.762 2.923
H 0.705 4.010 1.069
H 1.721 0.789 2.990
O -3.747 -1.561 -2.200
O -0.338 -0.082 -0.957
H 4.393 0.503 0.586
H -1.495 1.363 3.101
H 1.990 -0.548 -2.469
O 4.847 0.428 -0.254
H 0.045 -0.475 -0.173
H -3.915 -1.212 1.961
H 2.959 1.637 3.190
H -0.199 3.121 0.241
O 2.774 -0.953 -2.839
H 5.339 1.245 -0.335
H 0.264 -4.083 0.881
O -3.063 -0.789 2.072
H -1.201 2.612 3.904
H -1.164 -0.549 -1.081
H -4.465 -1.776 -1.603
O 0.270 3.955 0.218
H 3.481 -0.688 -2.250
H -2.441 -1.515 2.126
```

***

(3)
ORCA calculation (ωB97M-V with the def2-TZVPD basis set) on a 10-piece molecular cluster, H20O10 overall.

The SMILES is O.O.O.O.O.O.O.O.O.O. Its largest force on an atom is 4.083 eV Å⁻¹. The charge is 0. The orbital gap is 0.3970 hartree. The energy above the lowest of the compared OMol25 structures with the same formula, charge and spin is 416.9 kJ/mol. Its energy is -764.3231 Eh.

Geometry as XYZ:
```
30
H20O10 ωB97M-V with the def2-TZVPD basis set
H 1.704 -0.354 5.111
H 3.372 3.545 0.069
H -0.175 -0.083 0.924
H 1.658 -0.675 -2.888
H 2.241 -0.619 3.760
H 2.530 1.569 1.782
O -4.437 2.683 -0.486
H -4.975 -0.701 -1.219
H 5.008 -0.931 0.980
O 1.654 1.350 1.640
H -3.755 2.149 -0.939
H -2.203 -0.213 -2.774
H 1.280 2.240 1.422
H -2.145 1.238 -2.908
O 4.661 -1.355 0.107
O -0.382 -3.590 0.079
H -0.574 -3.043 0.821
H 3.927 -0.707 -0.166
H -0.972 -0.629 -0.293
O 1.790 -0.191 -2.095
O -1.571 0.452 -2.787
H -0.971 -4.273 0.066
O -0.987 -0.452 0.672
H 1.018 -0.356 -1.514
H 2.848 2.202 -0.718
O -5.687 -1.218 -1.780
O 2.952 2.691 0.167
H -4.986 2.024 0.041
H -5.326 -2.108 -1.763
O 2.502 -0.648 4.689
```

***

(4)
ORCA calculation (ωB97M-V with the def2-TZVPD basis set) on a 10-piece molecular cluster, H20O10 overall.

The SMILES is O.O.O.O.O.O.O.O.O.O. Its largest force on an atom is 0.373 eV Å⁻¹. The charge is 0. The orbital gap is 0.4183 hartree. The energy above the lowest of the compared OMol25 structures with the same formula, charge and spin is 349.8 kJ/mol. Its energy is -764.3487 Eh.

Geometry as XYZ:
```
30
H20O10 ωB97M-V with the def2-TZVPD basis set
O 1.818 3.922 3.421
O -0.451 0.345 -0.427
H -1.327 -4.628 1.534
O -2.553 -1.230 -4.243
O 0.221 3.216 -5.617
H -2.512 -3.841 2.054
H 0.229 -4.607 -1.852
O -1.864 -4.495 2.316
O 1.385 -0.362 4.582
O 0.022 -5.284 -1.208
H 0.949 4.294 3.270
H 0.865 -5.691 -1.009
H 2.262 4.626 -1.082
H 1.606 0.185 5.336
H -1.669 -1.498 -4.496
H 4.497 -3.458 3.623
H -5.405 1.509 -0.305
H 1.695 2.978 3.318
O 2.125 4.191 -1.923
H -0.268 -0.307 0.250
H 0.567 -0.792 4.830
H 0.899 3.370 -6.275
H 0.705 3.067 -4.805
O -5.886 2.211 0.133
O 4.066 -3.210 2.805
H 3.503 -2.473 3.045
H -5.844 2.947 -0.477
H 2.380 4.844 -2.575
H -2.418 -0.549 -3.585
H 0.404 0.719 -0.638
```

***

(5)
ORCA calculation (ωB97M-V with the def2-TZVPD basis set) on a 10-piece molecular cluster, H20O10 overall.

The SMILES is O.O.O.O.O.O.O.O.O.O. Its largest force on an atom is 0.312 eV Å⁻¹. The charge is 0. The orbital gap is 0.4260 hartree. The energy above the lowest of the compared OMol25 structures with the same formula, charge and spin is 358.4 kJ/mol. Its energy is -764.3454 Eh.

Geometry as XYZ:
```
30
H20O10 ωB97M-V with the def2-TZVPD basis set
H -14.035 10.571 -12.850
O -14.593 12.984 -2.731
O -21.227 14.307 -5.154
H -19.642 11.175 -9.630
H -15.263 12.563 -3.269
O -14.110 19.958 -7.416
H -16.213 18.015 -2.290
H -12.120 11.571 -7.313
H -12.673 10.460 -8.181
O -12.865 10.975 -7.397
O -20.158 10.414 -9.361
H -15.744 15.635 -10.904
H -14.714 12.609 -1.859
O -16.716 13.824 -6.956
H -13.448 8.419 -4.815
H -13.756 20.689 -6.910
H -16.214 14.483 -6.479
O -13.550 7.501 -4.563
H -14.936 16.103 -12.095
O -15.147 15.322 -11.584
H -21.026 10.768 -9.169
O -13.207 10.797 -12.425
O -16.039 18.565 -1.526
H -21.279 13.629 -4.479
H -16.055 17.959 -0.785
H -16.089 13.122 -7.128
H -20.443 14.085 -5.656
H -13.430 11.515 -11.833
H -12.788 7.063 -4.943
H -13.877 20.159 -8.322
```

***

(6)
ORCA calculation (ωB97M-V with the def2-TZVPD basis set) on a 10-piece molecular cluster, H20O10 overall.

The SMILES is O.O.O.O.O.O.O.O.O.O. Its largest force on an atom is 0.463 eV Å⁻¹. The charge is 0. The orbital gap is 0.3997 hartree. The energy above the lowest of the compared OMol25 structures with the same formula, charge and spin is 360.4 kJ/mol. Its energy is -764.3446 Eh.

Geometry as XYZ:
```
30
H20O10 ωB97M-V with the def2-TZVPD basis set
O -1.399 -0.084 -0.260
H -1.009 4.552 -1.824
O 1.926 -1.210 -1.112
H 3.629 0.828 -0.848
O 1.616 2.152 1.945
H -2.170 -1.089 3.499
H 1.787 -2.130 -0.859
H 3.273 1.517 0.459
O -1.189 -4.357 -0.994
O -1.411 3.866 -1.279
H 1.549 -4.442 -1.263
O -1.356 -1.594 3.387
H -0.272 -4.348 -0.697
H 0.680 2.215 2.165
H -1.204 -5.025 -1.688
H -2.312 4.179 -1.135
H -0.816 0.630 0.022
H 1.788 2.943 1.421
H 2.121 -0.765 -0.279
H 2.565 -3.643 -0.464
H -1.806 1.584 3.734
H -0.799 -0.816 -0.448
O 3.999 1.398 -0.164
O -1.950 1.765 2.798
O 2.220 -4.535 -0.577
H -2.737 1.841 -4.252
H -1.423 -2.295 4.045
H -2.826 2.166 2.769
H -1.356 2.421 -3.993
O -2.288 2.558 -3.790
```

***

(7)
ORCA calculation (ωB97M-V with the def2-TZVPD basis set) on a 10-piece molecular cluster, H20O9S overall.

The SMILES is O.O.O.O.O.O.O.O.O.S. Its largest force on an atom is 0.938 eV Å⁻¹. The charge is 0. The orbital gap is 0.3635 hartree. Its energy is -1087.3919 Eh.

Geometry as XYZ:
```
30
H20O9S ωB97M-V with the def2-TZVPD basis set
O -0.956 0.152 3.450
H 2.595 0.997 -2.758
O -2.026 2.011 -0.719
H -1.282 -1.434 0.800
H 1.977 0.090 0.772
H -0.157 0.354 3.938
H 1.558 -3.601 0.810
H -2.630 2.611 -1.197
H -1.361 1.672 -1.371
H -2.349 0.263 -0.477
H -3.262 -1.039 -0.397
H -0.933 -0.216 -2.300
H 0.392 0.541 -2.662
H 3.848 -1.931 -1.210
O -2.352 -0.712 -0.524
H 0.694 1.132 -0.347
O -1.613 2.486 2.024
O 2.019 0.265 -3.026
S 1.702 1.380 0.501
H -1.742 2.320 1.055
O -0.554 0.670 -2.397
H 0.799 -2.298 1.084
H -1.203 1.012 3.011
H -0.990 3.214 2.030
H 2.356 -0.506 -2.502
O -0.698 -1.765 1.531
O 2.931 -1.807 -1.487
H 2.382 -2.051 -0.702
O 1.676 -2.648 0.777
H -0.821 -1.161 2.293
```

***

(8)
ORCA calculation (ωB97M-V with the def2-TZVPD basis set) on a 10-piece molecular cluster, H21O10 overall.

Its largest force on an atom is 1.211 eV Å⁻¹. The charge is +1. The orbital gap is 0.3969 hartree. The energy above the lowest of the compared OMol25 structures with the same formula, charge and spin is 71.2 kJ/mol. Its energy is -764.7567 Eh.

Geometry as XYZ:
```
31
H21O10 ωB97M-V with the def2-TZVPD basis set
O -0.189 -0.972 -3.613
H -0.354 -3.786 0.508
O -2.662 1.222 0.406
H -0.925 -0.636 -4.127
H -1.613 1.748 -2.796
H 3.672 -0.848 -0.727
H 0.855 2.862 -0.729
O 0.290 -0.187 -0.023
H -1.586 -3.745 1.296
H 0.657 -0.663 -3.931
O 2.912 -0.866 -0.138
H 0.139 -1.251 2.504
H -2.974 1.994 -0.046
O -0.728 -0.925 2.064
O -1.113 -3.216 0.632
H -3.005 1.127 -2.352
O 1.600 -1.980 2.212
H 2.079 -1.541 1.502
H -3.425 0.918 0.908
O -2.550 1.693 -2.975
O 1.710 3.037 1.749
H -0.457 -0.655 1.079
O -0.053 2.568 -0.604
H 0.113 0.724 -0.337
H 0.001 -0.836 -0.684
H -0.163 2.577 0.355
H 2.547 3.381 1.410
H -1.240 -1.744 1.841
H 2.135 -1.937 3.012
H 2.273 -0.269 -0.498
H 2.053 2.203 2.101
```

***

Question: Look up the energy of the third one.
Answer: -764.3231 Eh